Here is a 2-piece molecular cluster, C2H2F2N2 overall at a distorted geometry from the Open Molecules 2025 dataset. Energies are from ωB97M-V/def2-TZVPD.

Geometry as XYZ:
```
8
Properties=species:S:1:pos:R:3
H 0.52469 0.05895 1.77668
N 0.81710 -0.17810 0.80146
C 0.24291 0.27934 -0.15588
F -0.92550 1.06742 -0.25087
H 0.48817 -0.03656 -1.17803
N -4.15214 0.68681 0.79374
C -3.58170 0.04740 0.04629
F -2.82233 -0.66629 -0.69986
```

Properties
E_LUMO = 0.5192 eV
charge = 0
spin multiplicity = 1
orbital gap = 12.108 eV

The net atomic charges from Mulliken, expressed in e, are: atom 1 (H): 0.283, atom 2 (N): -0.402, atom 3 (C): 0.058, atom 4 (F): -0.276, atom 5 (H): 0.334, atom 6 (N): -0.287, atom 7 (C): 0.464, atom 8 (F): -0.175